# 1
2 unconnected molecules or ions with the total composition C10H16O. Source: the Open Molecules 2025 dataset; level of theory: ωB97M-V/def2-TZVPD.

The geometry in ORCA input format:
```
! wB97M-V def2-TZVPD RIJCOSX def2/J DEFGRID3
* xyz 0 1
C 1.05804 -2.06956 1.96109
C 0.70298 -1.96530 0.48491
C 1.00740 -0.68965 -0.25859
C 0.21817 -0.53486 -1.37740
C 0.12024 0.73757 -2.02648
C 0.82368 1.76709 -1.50520
O 0.55030 3.04648 -2.06659
C 1.76705 1.60593 -0.49640
C 1.91749 0.38379 0.09163
H 2.04469 -1.64556 2.17494
H 0.76695 -3.08926 2.21357
H 0.24580 -1.55644 2.57704
H 1.10434 -2.88402 0.02762
H -0.37182 -2.13641 0.30867
H -0.62873 -1.17661 -1.64660
H -0.42066 0.80298 -2.96989
H 0.42236 3.57184 -1.27031
H 2.39660 2.44780 -0.25865
H 2.46727 0.27164 1.02812
C -3.33838 -1.32937 1.31673
C -3.08804 -0.21897 2.27743
H -3.72750 -0.90978 0.38466
H -2.45363 -1.97372 1.21494
H -4.19489 -1.99616 1.51345
H -2.57638 -0.47729 3.22384
H -4.01217 0.16379 2.75009
H -2.52791 0.55903 1.75425
*
```

The calculation puts the HOMO energy at -8.622 eV. Its LUMO energy is 0.9 eV. The energy relative to the best compared isomer or geometry (same formula, charge and spin) is 49.1 kcal/mol. Its orbital gap is 9.48 eV.

=====

# 2
7 unconnected molecules or ions with the total composition C10H16Cl8O6. Source: the Open Molecules 2025 dataset; level of theory: ωB97M-V/def2-TZVPD.

The geometry in ORCA input format:
```
! wB97M-V def2-TZVPD RIJCOSX def2/J DEFGRID3
* xyz 1 2
C 1.84602 4.00536 -2.13208
C 1.72727 2.78587 -1.66084
C 2.70955 2.19385 -0.64691
O 2.64879 1.06349 -0.14722
C 3.73397 3.19332 -0.24494
C 3.87134 4.39448 -0.82427
C 2.93849 4.94145 -1.73675
O 2.86617 6.08654 -2.26461
O 4.96439 5.14598 -0.62805
O 0.67653 1.95883 -1.88812
H 1.16688 4.26930 -2.92926
H 4.54169 2.85017 0.38454
H 5.08667 5.76318 -1.35311
H 0.86622 1.11920 -1.46313
O -0.79110 -0.64622 -0.72578
H -1.36890 -1.40797 -0.77152
H -0.53770 -0.59220 0.19569
O -2.28345 1.07748 -1.99816
H -2.81935 1.05939 -1.20524
H -1.51455 0.55067 -1.78023
C -3.62886 -3.07104 2.81388
Cl -2.76482 -1.93131 1.82225
Cl -2.94827 -4.72577 2.86349
H -3.62253 -2.70986 3.84228
H -4.62774 -3.04964 2.37810
C -3.71736 -2.67875 -3.28606
Cl -4.74117 -1.38075 -3.86454
Cl -3.22356 -2.54405 -1.57883
H -4.29985 -3.58819 -3.43351
H -2.78415 -2.66438 -3.84910
C 0.73654 -4.57496 1.50973
Cl 0.95290 -3.67331 3.02495
Cl 0.34632 -3.44608 0.10932
H 1.61863 -5.15040 1.22888
H -0.02907 -5.34857 1.56862
C 0.63702 0.16141 3.76773
Cl 0.23761 -0.31748 2.15743
Cl -0.82286 0.54029 4.61766
H 1.09907 -0.71051 4.23074
H 1.25322 1.05119 3.89697
*
```

The calculation puts the HOMO energy (spin up / spin down) at -12.654 / -12.650 eV. Its LUMO energy (spin up / spin down) is -6.8 / -9.1 eV. Its orbital gap (spin up / spin down) is 5.88 / 3.60 eV.

=====

# 3
A molecular structure, C10H19CoN6O2S2. Source: the Open Molecules 2025 dataset; level of theory: ωB97M-V/def2-TZVPD.

The geometry in ORCA input format:
```
! wB97M-V def2-TZVPD RIJCOSX def2/J DEFGRID3
* xyz 2 5
Co 0.25891 -0.08642 0.16531
N -1.41675 1.19077 0.86263
C -1.74673 2.17243 -0.14075
C -0.75108 1.96231 -1.41374
O -1.19067 2.58495 -2.39624
O 0.24377 1.26383 -1.27853
H -2.20957 0.58543 1.05114
H -1.15590 1.64627 1.73181
H -1.52594 3.19033 0.17494
H -2.76813 2.11121 -0.49973
C 3.87199 -1.26496 5.32442
C 4.74048 -1.76594 4.17321
C 4.26945 -3.11951 3.64685
C 4.86034 -0.73291 3.05119
N 3.67073 -0.71482 2.15699
C 3.51115 -1.29424 0.96057
N 2.27876 -1.08521 0.56948
N 1.70801 -0.37210 1.57050
N 2.53920 -0.13714 2.52262
H 3.74818 -2.05041 6.07023
H 2.87504 -0.97446 4.98490
H 4.32597 -0.40461 5.81836
H 5.76524 -1.87881 4.53173
H 3.20593 -3.10240 3.38546
H 4.39425 -3.88215 4.41429
H 4.84125 -3.44660 2.77221
H 5.70578 -0.95605 2.40314
H 4.97127 0.27808 3.43677
H 4.28419 -1.82803 0.43063
S -1.03043 -1.76340 -0.78105
C -0.34040 -1.90315 -2.35297
N 0.79413 -2.48592 -2.62096
C 1.25157 -2.49952 -4.02175
C 0.02405 -2.14926 -4.87431
S -1.17183 -1.35795 -3.74303
H 1.34958 -2.87603 -1.87121
H 1.63159 -3.48690 -4.26839
H 2.05516 -1.77551 -4.14402
H -0.45144 -3.02778 -5.29969
H 0.26800 -1.45458 -5.67178
*
```

The calculation puts the HOMO energy (spin up / spin down) at -15.674 / -15.718 eV. Its LUMO energy (spin up / spin down) is -5.7 / -10.2 eV. The energy relative to the best compared isomer or geometry (same formula, charge and spin) is 5.2 kcal/mol. Its orbital gap (spin up / spin down) is 9.94 / 5.50 eV.

=====

# 4
8 unconnected molecules or ions with the total composition C23H67N11O8. Source: the Open Molecules 2025 dataset; level of theory: ωB97M-V/def2-TZVPD.

The geometry in ORCA input format:
```
! wB97M-V def2-TZVPD RIJCOSX def2/J DEFGRID3
* xyz 0 1
C -2.61504 0.03466 3.27917
O -2.78497 1.04347 2.28751
C -2.44762 2.36244 2.77738
C -2.78628 3.30668 1.69234
C -1.90371 3.15014 0.37459
N -2.74043 4.69141 2.31272
H -1.60031 0.04653 3.79512
H -2.81669 -1.00374 2.96731
H -3.34222 0.18679 4.11694
H -3.10079 2.59312 3.59099
H -1.39422 2.34065 3.01648
H -3.78200 3.10629 1.32855
H -2.34420 3.75617 -0.37725
H -2.04959 2.12681 0.13852
H -0.89102 3.54839 0.53118
H -2.31466 5.31589 1.59424
H -3.57330 5.08343 2.73750
C 1.81243 -0.69682 3.50115
O 1.39678 -0.97502 2.15386
C 0.40176 -2.00396 2.22726
C 0.57219 -2.87067 1.01196
C -0.70370 -3.65317 0.76933
N 1.71509 -3.72461 1.15623
H 2.50296 0.14776 3.50568
H 2.39415 -1.50180 3.90874
H 0.97004 -0.42722 4.18852
H 0.51873 -2.64863 3.10071
H -0.54933 -1.45897 2.38609
H 0.71508 -2.18679 0.17495
H -0.70782 -4.07864 -0.25091
H -1.62966 -3.12392 0.90308
H -0.81987 -4.41479 1.49859
H 2.60275 -3.34153 1.26111
H 1.62396 -4.36658 1.93857
C 4.07792 -2.52423 -1.23439
O 4.20138 -1.31268 -0.62825
C 3.43215 -0.24771 -1.26013
C 4.12632 0.37013 -2.52708
C 5.57337 0.76332 -2.04313
N 3.41096 1.50566 -3.10867
H 4.47596 -2.56833 -2.30529
H 3.01749 -2.84162 -1.28374
H 4.58237 -3.31022 -0.59211
H 2.40295 -0.54685 -1.49122
H 3.35149 0.49419 -0.50648
H 4.17408 -0.50595 -3.16493
H 5.42069 1.70599 -1.41866
H 6.18141 0.90879 -2.92939
H 5.95401 -0.03574 -1.46089
H 3.45343 2.29283 -2.46154
H 2.41075 1.43217 -3.21451
C -2.52790 -2.24968 -4.10876
O -1.22476 -2.08828 -3.61990
C -0.16396 -1.83905 -4.59975
C 1.15695 -2.27733 -4.00453
C 2.32776 -1.76299 -4.85848
N 1.20571 -3.79911 -3.95185
H -3.05292 -2.98011 -3.54041
H -2.59570 -2.50013 -5.19859
H -3.12954 -1.33363 -4.01122
H -0.41856 -2.43478 -5.55637
H -0.13788 -0.81518 -4.91257
H 1.17801 -1.96203 -2.96358
H 3.31069 -2.06086 -4.44220
H 2.33924 -0.65361 -4.89834
H 2.29571 -2.20348 -5.85955
H 0.20785 -4.03161 -3.87287
H 1.77734 -4.15945 -3.18046
C -3.71710 -4.14514 2.33002
O -3.58042 -3.51996 3.66734
C -4.75569 -3.51558 4.46966
C -4.48489 -2.66387 5.70794
C -3.19405 -3.13703 6.35875
N -5.65311 -2.76538 6.59024
H -2.94177 -4.91617 2.21434
H -3.69968 -3.36364 1.57396
H -4.73800 -4.62447 2.24349
H -5.67802 -3.25958 3.92853
H -5.04104 -4.50851 4.76307
H -4.18629 -1.57749 5.43886
H -3.04347 -2.63122 7.35940
H -2.35305 -2.89705 5.75674
H -3.12443 -4.22243 6.57305
H -5.38949 -2.29810 7.40230
H -5.75193 -3.73427 6.88137
N 2.79208 5.70252 0.17548
C 2.15633 4.55065 -0.28791
N 1.63543 4.60462 -1.51737
O 1.96680 3.55265 0.35835
H 3.14912 6.37760 -0.47526
H 3.40670 5.52985 0.98364
H 1.04772 3.78150 -1.63630
H 1.15717 5.46646 -1.71343
N 0.44677 7.39322 -4.78402
C 1.46600 7.05670 -3.88809
N 2.51654 6.38439 -4.43880
O 1.42746 7.29244 -2.73925
H -0.29905 7.84527 -4.27851
H 0.38519 6.98655 -5.74458
H 3.14114 5.89544 -3.84541
H 2.24113 5.96313 -5.27863
N 0.78567 1.15512 -0.38203
C 0.06041 1.16326 -1.50066
N -0.98236 0.24522 -1.47403
O 0.16212 2.03181 -2.38504
H 0.65127 0.50343 0.39419
H 1.14527 2.00513 0.01867
H -1.34852 -0.03315 -2.41881
H -0.90124 -0.46618 -0.78964
*
```

The calculation puts the HOMO energy at -8.460 eV. Its LUMO energy is 0.6 eV. The energy relative to the best compared isomer or geometry (same formula, charge and spin) is 47.5 kcal/mol. Its orbital gap is 9.08 eV.

=====

# 5
A molecular structure, C27H37N5O4Re. Source: the Open Molecules 2025 dataset; level of theory: ωB97M-V/def2-TZVPD.

The geometry in ORCA input format:
```
! wB97M-V def2-TZVPD RIJCOSX def2/J DEFGRID3
* xyz 4 2
Re 0.29986 0.51757 -0.16491
C 0.32335 -4.45801 -2.52859
N -0.12474 -3.09433 -2.38148
C -1.14706 -2.67917 -3.31488
C 0.33332 -2.25076 -1.48409
O -0.12953 -1.06511 -1.39683
C 1.45495 -2.64768 -0.51748
O 1.55891 -1.65086 0.49677
C 1.45534 -2.07919 1.85567
C 0.48451 -1.15427 2.59400
O -0.06703 -0.22574 1.93703
N 0.25763 -1.33604 3.87714
C -0.63131 -0.45441 4.60471
C 0.84044 -2.38473 4.68037
H -0.38883 -5.14462 -2.06199
H 0.35175 -4.72091 -3.58695
H 1.30832 -4.63231 -2.10893
H -1.91339 -3.45131 -3.40056
H -1.59474 -1.74014 -2.99366
H -0.71237 -2.54847 -4.31021
H 1.27847 -3.63706 -0.08540
H 2.40943 -2.66549 -1.06445
H 1.10438 -3.11427 1.91857
H 2.45290 -2.01493 2.31092
H -1.06529 0.28166 3.93235
H -1.42544 -1.03011 5.07897
H -0.08029 0.05164 5.39882
H 1.59526 -2.95730 4.15512
H 1.29409 -1.94798 5.57143
H 0.06464 -3.07147 5.02515
C 3.37260 0.14906 -1.53708
C 2.59252 1.26494 -2.13211
C 3.23237 2.05847 -3.09444
C 2.58681 3.15069 -3.63346
C 1.28040 3.40612 -3.22591
C 0.66860 2.55554 -2.31595
N 1.32761 1.50175 -1.75567
C -0.72054 2.72100 -1.89463
C -1.58332 3.64832 -2.47529
C -2.89935 3.71401 -2.04537
C -3.31833 2.83507 -1.06137
C -2.42074 1.90806 -0.52512
N -1.13610 1.86616 -0.92902
C -2.92471 0.88082 0.39507
C -4.06928 1.07859 1.17023
C -4.58766 -0.00238 1.86536
C -3.99775 -1.24050 1.73624
C -2.81313 -1.35554 0.98814
C -2.16062 -2.68738 0.86496
N -2.30724 -0.29988 0.37901
H 3.51908 -0.62039 -2.29498
H 2.90049 -0.27309 -0.65437
H 4.36941 0.49624 -1.26460
H 4.24150 1.81259 -3.39057
H 3.07665 3.79374 -4.35022
H 0.75473 4.26363 -3.61674
H -1.24892 4.29451 -3.27106
H -3.59214 4.41259 -2.49284
H -4.34969 2.83334 -0.74397
H -4.53809 2.04599 1.22835
H -5.47325 0.12471 2.47458
H -4.42311 -2.11989 2.19657
H -2.77076 -3.34026 0.23948
H -2.08944 -3.16782 1.83879
H -1.17595 -2.58709 0.42292
C 3.27094 3.21708 1.25433
C 1.79669 3.38167 0.92038
O 1.03009 2.17486 1.17122
H 3.80298 4.12461 0.97259
H 3.70368 2.37822 0.71067
H 3.43198 3.07091 2.32038
H 1.65072 3.61668 -0.13564
H 1.36325 4.18830 1.52184
H 1.03944 2.03173 2.13269
*
```

The calculation puts the HOMO energy (spin up / spin down) at -19.791 / -19.783 eV. Its LUMO energy (spin up / spin down) is -14.7 / -14.2 eV. The energy relative to the best compared isomer or geometry (same formula, charge and spin) is 59.7 kcal/mol. Its orbital gap (spin up / spin down) is 5.09 / 5.54 eV.

=====

# 6
2 unconnected molecules or ions with the total composition H4O2. Source: the Open Molecules 2025 dataset; level of theory: ωB97M-V/def2-TZVPD.

The geometry in ORCA input format:
```
! wB97M-V def2-TZVPD RIJCOSX def2/J DEFGRID3
* xyz 0 1
O 0.29080 -0.96054 1.02273
H 0.71967 -0.24098 1.50228
H -0.34228 -1.26109 1.70132
O -0.19186 0.96313 -1.20117
H -0.06651 0.22913 -0.53609
H -1.10238 1.25224 -1.23992
*
```

The calculation puts the HOMO energy at -10.963 eV. Its LUMO energy is 0.7 eV. The energy relative to the best compared isomer or geometry (same formula, charge and spin) is 2.4 kcal/mol. Its orbital gap is 11.61 eV.

=====

# 7
A single C6H6FN5 molecule. Source: the Open Molecules 2025 dataset; level of theory: ωB97M-V/def2-TZVPD.

The geometry in ORCA input format:
```
! wB97M-V def2-TZVPD RIJCOSX def2/J DEFGRID3
* xyz 0 1
F -2.40679 1.71319 2.28432
C -1.34970 1.15449 1.70037
N -1.75094 0.36135 0.57235
C -0.77889 -0.34532 -0.12871
N 0.24923 -0.97695 0.27983
C 0.75822 -1.59206 -0.82692
C 0.03041 -1.30864 -1.92246
N -0.96124 -0.46984 -1.50153
N -0.49704 0.59410 2.68122
C 0.69536 1.09304 2.61335
C 0.70747 2.26853 1.65301
N -0.48113 2.43680 1.12022
H -2.54380 0.71903 0.05058
H 1.53622 -2.22530 -0.57894
H -0.05958 -1.74812 -2.93434
H -1.79496 -0.21818 -1.95297
H 1.44756 0.97182 3.26780
H 1.53898 2.89617 1.24277
*
```

The calculation puts the HOMO energy at -8.287 eV. Its LUMO energy is -0.3 eV. The energy relative to the best compared isomer or geometry (same formula, charge and spin) is 0.0 kcal/mol. Its orbital gap is 8.03 eV.

=====

# 8
A single C20H23ClN4O5S molecule. Source: the Open Molecules 2025 dataset; level of theory: ωB97M-V/def2-TZVPD.

The geometry in ORCA input format:
```
! wB97M-V def2-TZVPD RIJCOSX def2/J DEFGRID3
* xyz 0 1
N 5.13224 -0.93389 1.27525
C 3.99081 -0.16049 1.33591
C 4.03369 1.18150 0.96186
C 2.87615 1.95723 0.92839
N 2.88569 3.23505 0.44065
C 1.66801 1.38298 1.32613
C 1.61896 0.04027 1.67398
C 0.28971 -0.52985 1.93230
O -0.70929 0.10870 2.17070
O 0.27063 -1.87143 1.79110
C -0.99693 -2.50403 1.79221
C -1.15166 -3.40670 0.57332
O -1.70499 -4.47919 0.64028
N -0.60833 -2.96419 -0.59241
C -0.03047 -1.71856 -0.89232
C -0.78200 -0.54534 -0.85169
C -0.19649 0.65660 -1.18697
S -1.12315 2.20147 -1.20559
O -0.50209 3.09948 -0.26924
O -1.18818 2.61735 -2.57759
N -2.63687 1.74855 -0.70547
C -3.75963 2.07977 -1.55647
C -4.91156 1.12287 -1.26119
C -5.29025 1.21634 0.21538
C -4.06505 0.93099 1.07998
C -2.92249 1.87387 0.70891
C 1.12722 0.72426 -1.58145
C 1.88404 -0.43216 -1.64366
C 1.30481 -1.64287 -1.29995
Cl 2.24071 -3.08537 -1.36075
C 2.76987 -0.73996 1.67916
H 6.01036 -0.44266 1.31326
H 5.11185 -1.79587 1.79527
H 4.97867 1.62030 0.67297
H 2.02894 3.75632 0.52466
H 3.74561 3.75443 0.44285
H 0.76467 1.97038 1.31166
H -1.78444 -1.73890 1.81848
H -1.08914 -3.13214 2.68392
H -0.50608 -3.68335 -1.30003
H -1.82064 -0.57352 -0.56391
H -4.08579 3.11546 -1.37996
H -3.41748 1.99673 -2.58774
H -5.76370 1.37716 -1.89268
H -4.60154 0.10323 -1.49642
H -5.66029 2.22115 0.43073
H -6.08667 0.50665 0.44600
H -3.74497 -0.10091 0.92484
H -4.30071 1.05566 2.13695
H -3.19679 2.90954 0.95374
H -2.01810 1.61545 1.25784
H 1.54761 1.68212 -1.83872
H 2.91922 -0.40017 -1.94264
H 2.71938 -1.78185 1.95131
*
```

The calculation puts the HOMO energy at -7.854 eV. Its LUMO energy is 0.5 eV. The energy relative to the best compared isomer or geometry (same formula, charge and spin) is 2.4 kcal/mol. Its orbital gap is 8.35 eV.

=====

| no. | largest force on an atom (eV/Å) |
| --- | --- |
| 1 | 2.98 |
| 2 | 7.88 |
| 3 | 1.00 |
| 4 | 4.37 |
| 5 | 3.00 |
| 6 | 1.61 |
| 7 | 5.68 |
| 8 | 1.05 |